(1)
Density functional theory data (wB97M-V/def2-TZVPD) for 2 unconnected molecules or ions with the total composition C3H10N2 at a distorted geometry.

The calculation puts the LUMO energy (spin up / spin down) at 3.481 / 3.440 eV. As for the largest force on an atom: 3.58 eV/A. The multiplicity is 2. Its total charge is -1. Its HOMO energy (spin up / spin down) is 1.58 / -3.15 eV. The electronic energy is -229.6854 Eh. For the relative energy (zero: lowest compared OMol25 entry of this formula, charge and spin), the calculation gives 44.9 kcal/mol. As for the expectation value of S²: 0.754.

XYZ file:
```
15
C3H10N2 | the OMol25 dataset | wB97M-V/def2-TZVPD
C 0.12 -1.32 -1.65
C -0.90 -0.44 -2.54
H 1.00 -1.34 -2.24
H 0.16 -0.89 -0.67
H -0.22 -2.27 -1.39
H -0.59 0.59 -2.64
H -1.94 -0.46 -2.11
H -1.08 -0.90 -3.52
N 0.23 1.12 1.58
C 0.73 0.67 2.82
N 0.78 1.48 3.86
H -0.68 0.67 1.43
H 0.96 1.06 0.79
H 1.01 -0.44 2.73
H 0.42 2.47 3.54
```

These are the natural (NBO) partial charges, in e, on atoms 1 to 5: C -0.613; C -0.609; H 0.194; H 0.232; H 0.196

---

(2)
Density functional theory data (wB97M-V/def2-TZVPD) for a single C2H4N2OS molecule at a distorted geometry.

The calculation puts the LUMO energy at 0.548 eV. As for the largest force on an atom: 1.66 eV/A. The SMILES is [H]/N=C\NSC=O. Its total charge is 0. Its HOMO energy is -9.72 eV. The electronic energy is -661.5181 Eh. For the relative energy (zero: lowest compared OMol25 entry of this formula, charge and spin), the calculation gives 42.3 kcal/mol.

XYZ file:
```
10
C2H4N2OS | the OMol25 dataset | wB97M-V/def2-TZVPD
C 1.66 0.30 0.34
C -1.60 0.40 -0.29
H 1.49 0.01 -1.58
H 2.22 0.72 1.20
H 0.40 -0.28 1.79
H -2.45 0.21 -1.04
N 2.04 0.52 -0.85
N 0.63 -0.47 0.83
O -1.36 1.45 0.26
S -0.61 -1.06 -0.16
```

These are the natural (NBO) partial charges, in e, on atoms 1 to 5: C 0.281; C 0.212; H 0.338; H 0.170; H 0.407

---

(3)
Density functional theory data (wB97M-V/def2-TZVPD) for 2 unconnected molecules or ions with the total composition C2H6S2 at a distorted geometry.

The calculation puts the LUMO energy at -0.022 eV. As for the largest force on an atom: 1.81 eV/A. The SMILES is C=C.SS. Its total charge is 0. Its HOMO energy is -8.56 eV. The electronic energy is -876.0949 Eh. For the relative energy (zero: lowest compared OMol25 entry of this formula, charge and spin), the calculation gives 47.4 kcal/mol.

XYZ file:
```
10
C2H6S2 | the OMol25 dataset | wB97M-V/def2-TZVPD
S 3.27 -0.45 -1.44
S 1.49 0.74 -1.41
H 2.94 -1.47 -0.62
H 0.46 0.33 -0.65
C -1.70 0.65 0.44
C -1.17 -0.47 0.96
H -1.60 0.90 -0.61
H -1.94 1.48 1.07
H -0.92 -1.26 0.28
H -0.83 -0.45 1.98
```

These are the natural (NBO) partial charges, in e, on atoms 1 to 5: S -0.121; S -0.203; H 0.144; H 0.164; C -0.378